1.
DFT (ωB97M-V/def2-TZVPD) results for the molecule C2H6N2 in a non-equilibrium geometry.

Positions of all 10 atoms, in Å:
H 0.93520 -1.98786 -2.05056
N 0.11951 -1.65885 -1.40969
C 0.46775 -0.84106 -0.48848
N -0.53551 0.06891 -0.06086
C -0.24159 1.10658 0.90246
H 1.46379 -0.63810 -0.09697
H -1.39333 -0.27866 -0.52204
H -0.42508 0.69131 1.91499
H 0.65764 1.60424 0.94271
H -1.04839 1.93351 0.86844

HOMO level = -0.314 Eh
HOMO-LUMO gap = 9.62 eV

2.
DFT (ωB97M-V/def2-TZVPD) results for the molecule C2H6N2.

Positions of all 10 atoms, in Å:
H -2.04323 -1.51410 0.36190
N -2.05984 -0.58128 0.77712
C -1.02994 0.08876 0.44256
N -0.00510 -0.27319 -0.39316
C 1.25321 0.43956 -0.36464
H -0.94469 1.10574 0.81464
H 0.05802 -1.25537 -0.60956
H 1.07920 1.48073 -0.11323
H 1.94043 0.06303 0.40886
H 1.75194 0.44613 -1.32449

HOMO level = -0.332 Eh
HOMO-LUMO gap = 10.08 eV

3.
DFT (ωB97M-V/def2-TZVPD) results for a 2-piece molecular cluster, C2H6N2 overall in a non-equilibrium geometry.

Positions of all 10 atoms, in Å:
C 0.16624 1.16280 -1.12999
C -1.05740 0.65233 -0.79125
N 0.60119 -1.30443 1.41478
N -0.15637 -2.13770 1.00028
H 0.77233 -0.32482 1.08322
H 0.71311 1.70414 -0.31882
H 0.69015 0.57614 -1.99508
H -1.48769 1.05709 0.06823
H -1.70185 0.19201 -1.43611
H 1.46029 -1.57756 2.10475

HOMO level = -0.300 Eh
HOMO-LUMO gap = 9.04 eV

4.
DFT (ωB97M-V/def2-TZVPD) results for C2H6N2 as an isolated structure in a non-equilibrium geometry.

Positions of all 10 atoms, in Å:
C 0.43506 0.15592 0.45770
N 0.43153 -1.19235 0.61833
C -0.67978 0.93354 -0.17283
N -0.05834 0.48472 -1.38574
H 0.44292 -1.74627 -0.23227
H 1.00050 -1.58568 1.35505
H -0.59479 -0.30543 -1.75126
H 1.22918 0.68699 0.97902
H -1.67888 0.56907 0.10609
H -0.52740 1.99948 0.02591

HOMO level (spin up / spin down) = -0.284 / -0.284 Eh
HOMO-LUMO gap (spin up / spin down) = 8.69 / 8.69 eV

5.
DFT (ωB97M-V/def2-TZVPD) results for a 2-piece molecular cluster, C2H6N2 overall in a non-equilibrium geometry.

Positions of all 10 atoms, in Å:
C -1.98825 -0.28292 -0.02052
C 1.96055 0.14873 -0.01213
N -0.86787 0.50025 -0.01590
N 0.88221 -0.68996 -0.01907
H -2.56427 -0.06913 -0.93816
H -2.62716 0.03904 0.82125
H -1.81174 -1.36054 0.04616
H 2.81089 -0.41342 0.41214
H 1.80482 1.07430 0.55397
H 2.23792 0.43514 -1.04171

HOMO level (spin up / spin down) = -0.333 / -0.310 Eh
HOMO-LUMO gap (spin up / spin down) = 8.74 / 7.80 eV
Multiplicity = 3

6.
DFT (ωB97M-V/def2-TZVPD) results for the molecule C2H6N2O in a non-equilibrium geometry.

Positions of all 11 atoms, in Å:
C -0.13917 -1.29303 -0.30730
N -0.51712 0.11140 -0.41847
N 0.31080 0.91444 -1.20700
C -1.29961 0.64572 0.48468
O -1.94768 0.10994 1.32884
H -0.99258 -1.70279 0.32616
H -0.20356 -1.76708 -1.28134
H 0.83990 -1.53186 0.29285
H -0.03674 1.11993 -2.10069
H 0.61026 1.90158 -0.80222
H -1.38692 1.72666 0.26732

HOMO level = -0.348 Eh
HOMO-LUMO gap = 10.25 eV

7.
DFT (ωB97M-V/def2-TZVPD) results for the molecule C2H6N2O in a non-equilibrium geometry.

Positions of all 11 atoms, in Å:
N -1.42636 -0.67264 -0.45878
C -0.61430 0.21164 0.55888
C 0.54409 1.02434 -0.19216
N 1.67820 0.33224 -0.35394
O 1.87105 -0.86562 0.00591
H -1.58234 0.11992 -1.26655
H -0.65970 -1.27897 -0.77956
H -1.19345 0.93778 1.27014
H -0.08567 -0.44520 1.39811
H 0.44541 1.96510 -0.70931
H 1.02307 -1.32861 0.52725

HOMO level = -0.345 Eh
HOMO-LUMO gap = 10.00 eV

8.
DFT (ωB97M-V/def2-TZVPD) results for a 2-piece molecular cluster, C2H6N2O overall in a non-equilibrium geometry.

Positions of all 11 atoms, in Å:
C -0.21077 1.59850 1.09324
C 0.90217 1.22474 0.17823
N 1.59785 0.96029 -0.68180
H -1.00877 0.90555 0.83064
H -0.55992 2.63568 1.05267
H 0.25688 1.32036 2.12201
N 0.04676 -1.71461 -1.41504
O -0.60724 -1.89480 -0.16751
H 1.03473 -1.64948 -1.15304
H -0.15423 -0.73394 -1.83024
H -1.29746 -2.65229 -0.02916

HOMO level = -0.345 Eh
HOMO-LUMO gap = 10.12 eV

9.
DFT (ωB97M-V/def2-TZVPD) results for the molecule C2H6N2O in a non-equilibrium geometry.

Positions of all 11 atoms, in Å:
N 1.35477 0.77743 0.40651
N 1.06804 -0.35574 0.92155
C -0.02723 -0.89968 0.52834
C -1.03630 -0.27135 -0.44163
O -0.43978 -0.01588 -1.67359
H 0.59968 1.42331 0.64815
H 2.24608 1.31156 0.83663
H -0.38703 -1.90390 1.04905
H -1.66734 -1.19430 -0.59559
H -1.94696 0.37633 0.02380
H 0.23606 0.75223 -1.70322

HOMO level = -0.327 Eh
HOMO-LUMO gap = 9.77 eV

10.
DFT (ωB97M-V/def2-TZVPD) results for the molecule C2H6N2O in a non-equilibrium geometry.

Positions of all 11 atoms, in Å:
N 1.47234 -0.06802 -0.62703
C 0.42340 0.84615 -0.21106
C -0.90428 0.36961 0.26265
N -0.97645 -0.91887 0.89914
O -1.94696 0.95778 0.13454
H 1.66928 -0.79225 0.05474
H 1.35215 -0.48058 -1.54068
H 0.17066 1.46553 -1.08925
H 0.80167 1.61634 0.46367
H -0.22232 -1.56476 0.70262
H -1.83948 -1.43094 0.95067

HOMO level = -0.348 Eh
HOMO-LUMO gap = 10.31 eV

11.
DFT (ωB97M-V/def2-TZVPD) results for the molecule C2H6N2O in a non-equilibrium geometry.

Positions of all 11 atoms, in Å:
H -0.89061 0.04377 2.24411
N -0.82246 -0.83016 1.60706
C -0.27664 -0.49833 0.45601
N -0.32260 -1.27645 -0.57948
C 0.63981 0.78817 0.12444
O 0.09543 1.05666 -1.16374
H -0.96956 -2.06571 -0.46457
H -0.25009 -0.97518 -1.48364
H 0.58614 1.62893 0.91588
H 1.66546 0.36415 -0.07280
H 0.54512 1.76415 -1.58326

HOMO level = -0.324 Eh
HOMO-LUMO gap = 9.51 eV

12.
DFT (ωB97M-V/def2-TZVPD) results for a 2-piece molecular cluster, C2H6N2O overall in a non-equilibrium geometry.

Positions of all 11 atoms, in Å:
C 1.84922 -0.45021 1.07263
C 0.93248 0.33613 0.52260
N 0.61143 0.17694 -0.76251
H 2.31840 -1.20619 0.43169
H 2.07651 -0.39372 2.04725
H 0.23008 1.10021 1.03019
H 1.02206 -0.45835 -1.39569
H -0.32913 0.61704 -1.16334
N -2.69174 0.20933 -0.89260
O -3.27724 -0.85492 -0.75878
H -2.74208 0.92375 -0.13142

HOMO level = -0.289 Eh
HOMO-LUMO gap = 6.98 eV